No. 1
Entry from OMol25: the ion C4H6NOS with charge -1 in a non-equilibrium geometry (ωB97M-V/def2-TZVPD).

Positions of all 13 atoms, in Å:
C: -2.06857 -0.71584 -0.03507
C: -0.92594 -1.54695 0.11429
C: 1.18638 0.36646 0.53649
C: 2.35263 0.88740 -0.22189
N: -2.08293 0.54739 0.07027
O: -3.19005 1.22513 0.08108
S: 0.77074 -1.24379 -0.00025
H: -2.99982 -1.22361 -0.16741
H: -1.21555 -2.51088 -0.05988
H: 0.30886 1.00931 0.88371
H: 3.09785 0.16118 -0.44924
H: 2.84611 1.56119 0.44744
H: 1.92028 1.48301 -1.19954

The calculation puts the frontier orbital gap (alpha / beta) at 5.75 / 6.12 eV. Its net charge is -1.

No. 2
Entry from OMol25: a cluster of 9 separate species, C31H56N2O21 in total in a non-equilibrium geometry (ωB97M-V/def2-TZVPD).

Positions of all 110 atoms, in Å:
C: -0.35255 -3.82502 -4.92700
C: -0.94345 -2.42410 -5.04038
C: -0.46381 -1.43905 -6.05973
O: -1.64230 -1.15228 -6.77839
C: -2.67082 -1.91624 -6.29184
O: -3.80847 -1.94059 -6.76290
O: -2.31861 -2.50288 -5.21600
H: -0.55199 -4.36768 -5.83504
H: -0.86170 -4.29436 -4.06698
H: 0.73933 -3.77542 -4.99977
H: -0.99517 -2.10250 -3.99155
H: 0.22888 -1.99354 -6.68641
H: -0.04288 -0.54370 -5.55044
C: 3.25824 2.97020 0.82630
C: 2.70576 3.25442 2.14755
C: 3.68423 2.98738 3.31002
O: 3.92579 4.34192 3.70393
C: 3.08403 5.17668 3.13793
O: 3.01361 6.37631 3.34626
O: 2.37238 4.65158 2.21830
H: 4.08353 3.58109 0.62004
H: 2.51234 3.06472 0.10645
H: 3.60396 1.91430 0.63098
H: 1.90335 2.59568 2.40078
H: 4.63630 2.35971 3.11052
H: 3.18764 2.53747 4.15883
C: -1.01436 -4.50386 2.88489
O: -0.07473 -3.70571 2.17388
C: 0.35304 -2.56858 2.69076
O: -0.18451 -1.86378 3.86885
O: 1.26004 -1.98069 1.84398
C: 1.50001 -0.57938 2.09047
H: -0.61445 -4.89741 3.83348
H: -1.29542 -5.33019 2.21505
H: -1.86361 -3.82063 3.06466
H: 2.07869 -0.13094 1.26916
H: 1.96751 -0.41106 3.08351
H: 0.52650 -0.07245 1.98083
C: 3.37923 -2.98360 -2.63412
O: 1.97549 -3.10054 -2.55372
C: 1.22263 -2.26447 -1.84999
O: 1.71720 -1.12250 -1.18644
O: -0.08794 -2.57392 -1.83095
C: -0.85175 -1.84863 -0.86387
H: 3.58491 -1.98254 -3.07986
H: 3.76280 -3.69292 -3.32889
H: 3.86973 -3.17747 -1.70697
H: -0.83192 -0.80476 -1.10386
H: -0.70553 -1.96086 0.15061
H: -1.84143 -2.20541 -0.99571
C: -2.42248 0.20754 2.68690
O: -3.80130 -0.28583 2.80120
C: -4.00183 -1.56073 2.56405
O: -2.99376 -2.34549 1.81322
O: -5.10048 -2.03933 2.94618
C: -5.46098 -3.36418 2.45171
H: -2.64110 1.30399 2.57748
H: -1.77824 -0.17245 1.87696
H: -1.84691 -0.20767 3.56172
H: -6.18845 -3.88393 3.01421
H: -4.55690 -3.92456 2.69312
H: -5.81592 -3.38847 1.34854
C: 1.07337 0.29366 5.91232
O: 1.07770 1.16356 4.77104
C: -0.09542 1.87363 4.59528
O: -1.23827 1.63766 5.45916
O: -0.07073 2.73654 3.65225
C: -1.07694 3.71593 3.66907
H: 0.20045 -0.36540 5.92427
H: 0.90706 0.84540 6.88802
H: 2.00170 -0.27568 5.85678
H: -1.43352 3.85139 4.66499
H: -1.89362 3.38844 3.01110
H: -0.65172 4.59311 3.33165
C: -3.48979 0.07042 -3.28746
O: -4.09745 0.96175 -2.39492
C: -4.37646 0.59293 -1.04313
O: -4.12067 -0.69435 -0.58444
O: -5.11409 1.48262 -0.27893
C: -5.42423 1.19738 1.09151
H: -2.60616 -0.36075 -2.97400
H: -3.24087 0.61930 -4.14608
H: -4.27100 -0.63351 -3.46978
H: -6.34956 1.64919 1.30506
H: -4.64385 1.71177 1.63738
H: -5.45680 0.12306 1.17021
C: -1.40832 2.52263 -0.27227
C: -0.04250 2.00237 -0.24518
C: 0.72403 2.12870 -1.60490
C: 0.27373 1.10107 -2.63404
N: -0.02246 0.35784 -3.41922
H: -1.43423 3.50553 -0.71259
H: -1.81176 2.51204 0.72826
H: -2.12799 1.97936 -0.77549
H: -0.01433 0.96205 0.09806
H: 0.42470 2.59224 0.47843
H: 1.67060 1.74847 -1.39462
H: 0.78213 3.18926 -1.91073
C: 5.53794 0.32195 -1.52995
C: 5.36111 0.30822 -2.99434
C: 3.97728 0.81037 -3.31777
C: 3.81968 2.27556 -3.07354
N: 3.69976 3.42431 -2.95753
H: 5.04090 1.06141 -0.97720
H: 6.56965 0.31133 -1.16920
H: 5.04829 -0.60948 -1.09740
H: 5.63130 -0.72548 -3.36509
H: 6.10828 0.89672 -3.46406
H: 3.28618 0.22701 -2.65650
H: 3.78552 0.62778 -4.35701

The calculation puts the frontier orbital gap at 9.97 eV. The SMILES is C[C@H]1COC(=O)O1.C[C@H]1COC(=O)O1.COC(=O)OC.COC(=O)OC.COC(=O)OC.COC(=O)OC.COC(=O)OC.CCCC#N.CCCC#N. Its net charge is 0.

No. 3
Entry from OMol25: a cluster of 2 separate species, CH4N2O3 in total in a non-equilibrium geometry (ωB97M-V/def2-TZVPD).

Positions of all 10 atoms, in Å:
C: 0.82040 0.11942 -0.18825
O: 0.70033 1.33263 0.36816
O: 1.06895 0.26623 -1.50390
O: 1.11028 -0.90668 0.44939
H: 0.64379 1.95244 -0.38188
H: 1.28378 -0.63196 -1.81920
N: -1.34791 -1.00609 0.20768
N: -2.05899 -0.07176 0.59618
H: -1.74462 0.31532 1.50375
H: -0.47602 -1.36955 0.76808

The calculation puts the frontier orbital gap at 9.11 eV. The SMILES is [H]/N=N\[H].O=C(O)O. Its net charge is 0.

No. 4
Entry from OMol25: an isolated molecule of C19H22F4N2O2S in a non-equilibrium geometry (ωB97M-V/def2-TZVPD).

Positions of all 50 atoms, in Å:
C: -0.53398 -4.29296 -0.45335
C: -0.51264 -2.79700 -0.68212
F: -0.83713 -2.15087 0.50721
C: 0.85997 -2.30202 -1.18727
O: 1.25862 -2.74231 -2.23903
N: 1.47410 -1.26873 -0.51495
C: 1.59896 0.06179 -1.13286
C: 0.46401 1.00631 -0.75290
N: 0.54786 1.33284 0.65814
C: -0.53144 1.43805 1.50659
O: -0.41594 1.99148 2.58555
C: -1.86225 0.86427 1.05356
C: -2.63020 0.30684 2.25275
C: -3.92623 -0.36355 1.81687
S: -5.07878 0.79091 1.03408
C: -3.96301 1.40995 -0.24721
C: -2.66035 1.95455 0.32423
C: 1.74867 2.06285 1.04840
C: 2.97444 1.62096 0.28786
C: 4.20571 2.17967 0.63174
C: 5.36164 1.80918 -0.02900
C: 5.30535 0.86625 -1.05114
C: 4.08896 0.31036 -1.39820
C: 2.92050 0.68673 -0.73897
C: -1.60471 -2.37830 -1.68314
F: -2.81606 -2.59309 -1.14910
F: -1.52489 -1.06326 -1.97383
F: -1.52656 -3.05622 -2.82548
H: -0.28455 -4.80684 -1.37927
H: 0.20777 -4.54830 0.30214
H: -1.51815 -4.60616 -0.10930
H: 1.18065 -1.18569 0.45190
H: 1.59729 -0.09745 -2.21281
H: 0.57455 1.91850 -1.35427
H: -0.49989 0.57274 -0.98653
H: -1.69334 0.03950 0.36135
H: -2.00498 -0.42243 2.77503
H: -2.84438 1.11537 2.95249
H: -3.72351 -1.18694 1.12625
H: -4.45583 -0.77562 2.67574
H: -3.76002 0.60829 -0.96307
H: -4.51199 2.19130 -0.77253
H: -2.87556 2.76258 1.02794
H: -2.06382 2.37674 -0.49143
H: 1.59561 3.14066 0.90702
H: 1.89684 1.91766 2.11706
H: 4.25150 2.91048 1.43117
H: 6.30843 2.25157 0.25197
H: 6.20616 0.57053 -1.57232
H: 4.03257 -0.43121 -2.18699

The calculation puts the frontier orbital gap at 9.11 eV. The SMILES is C[C@@](F)(C(=O)N[C@H]1CN(C(=O)C2CCSCC2)Cc2ccccc21)C(F)(F)F. Its net charge is 0.

No. 5
Entry from OMol25: a structure of composition C3H8N2 in a non-equilibrium geometry (ωB97M-V/def2-TZVPD).

Positions of all 13 atoms, in Å:
C: 0.83641 0.22831 -1.37273
C: 0.77175 0.36621 0.42894
C: -0.53640 -0.43859 0.63861
H: 0.02921 0.95067 -2.06241
H: 0.80614 -1.16028 -1.67627
H: 1.80066 0.76141 -1.68426
H: 0.63085 1.46812 1.02795
H: 1.70368 -0.26968 1.03769
H: -1.09646 1.53571 1.91203
H: -2.47169 0.09702 1.05584
H: -0.10524 -2.16374 -0.57785
N: -1.50047 0.25935 1.26058
N: -0.86843 -1.63451 0.01186

The calculation puts the frontier orbital gap at 8.28 eV. Its net charge is 0.

Energy above the lowest of the compared OMol25 structures with the same formula, charge and spin
In order: 4.696, 2.796, 0.000, 0.647, 7.675
Unit: eV
Calculated total energy
In order: -684.05610, -2904.00558, -375.66725, -1794.92912, -228.36659
Unit: hartree